Density functional theory data (ωB97M-V/def2-TZVPD) for a single C3H6N2O molecule at a distorted geometry.

Structure (ORCA input):
```
! wB97M-V def2-TZVPD RIJCOSX def2/J DEFGRID3
* xyz 0 1
N -0.36006 -0.51976 0.33427
C -2.40146 0.30479 -0.16571
C 1.77297 0.48251 -0.12787
N -1.62890 -0.69021 -0.06563
H 0.33381 1.42051 1.04575
H -3.43245 0.20767 -0.41428
C 0.33269 0.71553 0.17062
H -0.06520 1.34898 -0.65365
H -2.07051 1.32344 0.08648
O 2.29386 -0.62061 -0.12776
H 2.36560 1.43284 -0.24378
H 0.21540 -1.31574 0.05879
*
```

* energy above the lowest of the compared OMol25 structures with the same formula, charge and spin: 63.30 kcal/mol
* E_LUMO: 0.81 eV
* HOMO level: -9.1 eV
* calculated total energy: -302.59222 hartree
* SMILES: C=NNCC=O
* molecular weight: 86.094 g mol⁻¹
* F_max: 0.030 hartree/bohr

Density functional theory data (ωB97M-V/def2-TZVPD) for a single C3H6N2O molecule at a distorted geometry.

Structure (ORCA input):
```
! wB97M-V def2-TZVPD RIJCOSX def2/J DEFGRID3
* xyz 0 1
C -1.26198 0.17437 -0.10654
N -0.14379 0.87478 -0.34401
N 0.82298 0.01478 -0.51301
H 2.00901 1.12723 0.87168
H -3.16855 0.23249 -0.09217
C -1.05445 -1.15110 0.24254
H 2.52622 1.12921 -0.82152
H -0.30571 -1.41964 0.96827
C 2.09425 0.51151 -0.02958
O -2.43931 0.74268 -0.46209
H 2.75058 -0.33689 0.16245
H -1.82925 -1.89941 0.12398
*
```

* energy above the lowest of the compared OMol25 structures with the same formula, charge and spin: 96.52 kcal/mol
* E_LUMO (alpha / beta): -0.32 / -0.32 eV
* HOMO level (alpha / beta): -8.7 / -8.7 eV
* calculated total energy: -302.53929 hartree
* SMILES: C=C(O)/N=N/C
* molecular weight: 86.094 g mol⁻¹
* F_max: 0.058 hartree/bohr

Density functional theory data (ωB97M-V/def2-TZVPD) for a molecular structure, C3H6N2O at a distorted geometry.

Structure (ORCA input):
```
! wB97M-V def2-TZVPD RIJCOSX def2/J DEFGRID3
* xyz 0 1
C 0.44350 -1.12222 -0.26240
H -1.39714 -2.08433 0.27443
C -1.03422 0.22681 0.20515
H -0.89739 0.43448 1.23566
N 1.08882 1.31588 0.05858
H 1.37676 -1.65353 -0.53282
H 1.79428 0.92908 0.82786
C -0.86148 -1.25698 0.03199
H -2.80060 0.76774 -0.64052
O -2.07775 1.12017 -0.15671
N 0.26837 0.29821 -0.46056
H 1.78542 1.67681 -0.62363
*
```

* energy above the lowest of the compared OMol25 structures with the same formula, charge and spin: 103.26 kcal/mol
* E_LUMO: 0.87 eV
* HOMO level: -8.5 eV
* calculated total energy: -302.52854 hartree
* molecular weight: 86.094 g mol⁻¹
* F_max: 0.078 hartree/bohr

Density functional theory data (ωB97M-V/def2-TZVPD) for a single C3H6N2O molecule at a distorted geometry.

Structure (ORCA input):
```
! wB97M-V def2-TZVPD RIJCOSX def2/J DEFGRID3
* xyz 0 1
C 1.62298 0.99997 -0.14449
H -1.85747 -0.83087 1.25107
H -2.71605 -1.06082 -0.28131
H -1.03894 -1.79158 -0.12176
N -0.67888 2.25821 0.10271
H 1.57716 0.10366 0.49866
N -1.25334 0.29862 -0.54109
C 0.17830 1.33276 -0.16294
C -1.75619 -0.88563 0.09910
H 2.23893 1.80008 0.31044
O -1.82318 1.50436 0.03514
H 2.05100 0.78089 -1.22566
*
```

* energy above the lowest of the compared OMol25 structures with the same formula, charge and spin: 151.50 kcal/mol
* E_LUMO: 0.87 eV
* HOMO level: -8.9 eV
* calculated total energy: -302.45167 hartree
* SMILES: Cc1non1C
* molecular weight: 86.094 g mol⁻¹
* F_max: 0.091 hartree/bohr

Density functional theory data (ωB97M-V/def2-TZVPD) for a single C3H6N2O molecule at a distorted geometry.

Structure (ORCA input):
```
! wB97M-V def2-TZVPD RIJCOSX def2/J DEFGRID3
* xyz 0 1
H -0.24533 -0.87660 -1.65231
H 1.95342 1.38722 0.58600
H -1.88523 -2.33530 0.32220
H 1.18288 -0.72493 0.48136
C 0.13048 -0.44357 0.40106
N -1.38497 -2.19336 -0.55356
N 1.09344 1.77625 0.24110
H -0.36605 -0.54622 1.37011
C 0.02418 1.00248 -0.11387
H 1.02871 2.76636 0.06619
O -1.00810 1.49444 -0.51528
C -0.52344 -1.30676 -0.63299
*
```

* energy above the lowest of the compared OMol25 structures with the same formula, charge and spin: 26.80 kcal/mol
* E_LUMO: 0.73 eV
* HOMO level: -9.6 eV
* calculated total energy: -302.65038 hartree
* SMILES: [H]/N=C\CC(N)=O
* molecular weight: 86.094 g mol⁻¹
* F_max: 0.046 hartree/bohr

Density functional theory data (ωB97M-V/def2-TZVPD) for a single C3H6N2O2 molecule at a distorted geometry.

Structure (ORCA input):
```
! wB97M-V def2-TZVPD RIJCOSX def2/J DEFGRID3
* xyz 0 1
O 1.20058 0.33443 0.25627
O -2.49042 -1.76061 1.60918
H -0.09019 2.23858 -0.63347
H 2.79118 -0.46553 -0.71781
C -2.06299 -0.76325 1.07916
N -0.72898 -0.55943 0.76167
C 1.80885 -0.05868 -0.96714
H 0.04742 -1.14939 1.03937
H 1.92033 0.81601 -1.60879
H -2.69545 0.09263 0.79109
H 1.22392 -0.83065 -1.48522
C -0.15909 0.55340 0.17535
N -0.76516 1.55249 -0.29966
*
```

* energy above the lowest of the compared OMol25 structures with the same formula, charge and spin: 41.65 kcal/mol
* E_LUMO: 0.68 eV
* HOMO level: -10.2 eV
* calculated total energy: -377.89297 hartree
* SMILES: [H]/N=C(/NC=O)OC
* molecular weight: 102.093 g mol⁻¹
* F_max: 0.022 hartree/bohr